# C5H7N2

The ion C5H7N2 with charge +1 (wB97M-V/def2-TZVPD, the Open Molecules 2025 dataset).

Values from the calculation:
ΔE to the lowest compared entry with this formula, charge and spin in kJ/mol: 270.9
Total charge: +1
Strongest force on any atom in eV/Å: 7.673
Kohn-Sham gap in hartree: 0.334
Structure (SMILES): [NH2+]=C1CC=CC=N1

Cartesian coordinates (Å):
N 2.304 -0.095 -0.296
N 0.421 -1.370 0.234
C -1.314 0.853 -0.090
C -1.687 -0.456 -0.294
C 0.133 1.176 0.216
C 1.028 -0.242 -0.033
C -0.837 -1.503 0.101
H 2.754 0.710 -0.371
H -0.047 1.449 1.250
H 0.514 2.050 -0.275
H 2.754 -1.000 -0.615
H -1.070 -2.501 0.580
H -2.120 1.576 0.049
H -2.833 -0.645 -0.456

Atom charges from the natural (NBO) analysis, given in e for atoms 1 to 2:
1 N -0.66
2 N -0.49



# C6H8

A cluster of 2 separate species, C6H8 in total (wB97M-V/def2-TZVPD, the Open Molecules 2025 dataset).

Values from the calculation:
ΔE to the lowest compared entry with this formula, charge and spin in kJ/mol: 621.2
Total charge: 0
Strongest force on any atom in eV/Å: 3.699
Kohn-Sham gap (alpha / beta) in hartree: 0.310 / 0.293

Cartesian coordinates (Å):
C 2.976 -0.026 -0.009
C -1.289 0.480 0.321
C -0.027 0.276 0.241
C 2.843 1.307 -0.189
C 3.180 -1.221 0.179
C -2.334 -0.557 -0.196
H -1.942 -1.508 -0.183
H 2.936 -2.247 0.181
H 2.756 2.062 0.585
H 0.569 -0.564 -0.047
H -2.597 -0.100 -1.127
H -1.763 1.402 0.685
H 2.561 1.813 -1.036
H -3.254 -0.779 0.520

Atom charges from the natural (NBO) analysis, given in e for atoms 1 to 2:
1 C -0.09
2 C -0.33



# C3H11O2S

A cluster of 3 separate species, C3H11O2S in total (wB97M-V/def2-TZVPD, the Open Molecules 2025 dataset).

Values from the calculation:
ΔE to the lowest compared entry with this formula, charge and spin in kJ/mol: 28.8
Total charge: -1
Strongest force on any atom in eV/Å: 1.879
Kohn-Sham gap in hartree: 0.264

Cartesian coordinates (Å):
S -0.588 0.327 1.009
O 1.373 2.384 -0.400
O 2.249 -0.882 1.679
C -1.026 -1.308 0.155
C -0.910 -1.233 -1.371
C -1.198 0.104 -2.052
H 0.066 -1.555 -1.705
H -0.344 -2.062 0.577
H -1.196 -0.059 -3.139
H 2.468 -0.450 0.847
H -2.191 0.535 -1.814
H 0.737 1.871 0.161
H -0.549 0.907 -1.713
H -1.609 -2.013 -1.751
H 2.253 2.074 -0.172
H 1.362 -0.436 1.854
H -2.064 -1.476 0.445

Atom charges from the natural (NBO) analysis, given in e for atoms 1 to 2:
1 S -0.74
2 O -1.00



# C6H12O

An isolated molecule of C6H12O (wB97M-V/def2-TZVPD, the Open Molecules 2025 dataset).

Values from the calculation:
ΔE to the lowest compared entry with this formula, charge and spin in kJ/mol: 257.3
Total charge: 0
Strongest force on any atom in eV/Å: 2.274
Kohn-Sham gap in hartree: 0.351
Structure (SMILES): C=C[C@@](C)(O)CC

Cartesian coordinates (Å):
O -1.084 -0.018 -1.405
C 1.411 -1.652 -1.236
C 0.769 1.543 0.258
C 0.158 0.204 -0.241
C -1.643 0.153 1.470
C -0.434 -0.598 0.911
C 0.960 -0.415 -1.272
H -0.749 -1.558 0.500
H 2.064 -1.993 -2.018
H 1.374 2.036 -0.509
H -2.213 -0.479 2.154
H -1.352 1.058 2.016
H -1.058 0.502 -2.235
H 1.179 0.287 -2.074
H 1.456 1.382 1.119
H -2.280 0.437 0.629
H 0.282 -0.806 1.726
H 0.005 2.228 0.620
H 1.154 -2.311 -0.414

Atom charges from the natural (NBO) analysis, given in e for atoms 1 to 2:
1 O -0.81
2 C -0.44